249
Properties=species:S:1:pos:R:3:lowdin_charge:R:1 method="wB97M-V/def2-TZVPD" charge=0 homo_lumo_gap_ev=8.97 relative_energy_kcal_mol=0.00 e_tot_ev=-115453.612
C -0.992 4.103 3.277 -0.07
C -1.679 5.211 4.078 -0.42
C -1.696 4.892 5.598 -0.19
O -2.515 5.840 6.295 -0.19
C -2.550 5.611 7.702 -0.10
N -1.097 6.504 3.736 0.05
H -1.129 4.198 2.201 0.05
H -1.259 3.125 3.678 0.06
H 0.085 4.134 3.456 0.07
H -2.711 5.185 3.719 0.12
H -0.682 4.890 6.002 0.12
H -2.151 3.904 5.690 0.11
H -2.761 4.568 7.944 0.07
H -3.373 6.138 8.184 0.08
H -1.590 5.960 8.084 0.09
H -1.587 7.283 4.156 0.07
H -1.286 6.634 2.750 0.06
C -7.113 1.242 6.656 -0.05
C -5.725 0.787 7.097 -0.47
C -4.568 1.720 6.818 -0.21
O -4.147 1.904 5.478 -0.17
C -3.617 0.793 4.789 -0.11
N -5.769 0.423 8.501 0.04
H -7.853 0.450 6.763 0.08
H -6.965 1.551 5.621 0.08
H -7.522 2.070 7.236 0.08
H -5.545 -0.145 6.557 0.12
H -3.699 1.441 7.419 0.12
H -4.831 2.653 7.320 0.13
H -4.124 -0.151 4.997 0.06
H -2.553 0.627 4.970 0.08
H -3.694 0.794 3.701 0.08
H -6.156 1.191 9.033 0.07
H -4.819 0.316 8.832 0.07
C 0.992 2.520 -6.942 -0.05
C 2.277 1.757 -6.666 -0.40
C 3.466 2.610 -6.077 -0.19
O 4.015 3.483 -7.049 -0.19
C 4.992 4.381 -6.524 -0.10
N 1.887 0.741 -5.706 0.05
H 0.213 1.843 -7.292 0.08
H 1.119 3.289 -7.705 0.08
H 0.728 3.135 -6.080 0.07
H 2.697 1.345 -7.585 0.13
H 4.270 1.964 -5.717 0.11
H 3.040 3.170 -5.240 0.12
H 5.468 4.934 -7.332 0.08
H 5.756 3.773 -6.034 0.08
H 4.557 5.069 -5.797 0.08
H 2.692 0.410 -5.185 0.05
H 1.294 1.114 -4.977 0.05
C 2.601 -2.962 -7.289 -0.05
C 1.084 -2.902 -7.029 -0.39
C 0.759 -3.102 -5.512 -0.16
O 1.172 -4.402 -5.050 -0.23
C 0.274 -5.462 -5.369 -0.10
N 0.569 -1.567 -7.428 0.05
H 2.989 -2.055 -6.821 0.07
H 2.778 -2.721 -8.338 0.08
H 3.056 -3.861 -6.878 0.07
H 0.663 -3.705 -7.635 0.13
H -0.300 -2.996 -5.273 0.11
H 1.328 -2.342 -4.976 0.10
H -0.348 -5.402 -6.264 0.09
H -0.406 -5.651 -4.536 0.07
H 0.771 -6.420 -5.532 0.09
H 0.632 -1.426 -8.428 0.08
H 1.219 -0.908 -7.016 0.03
C 4.768 2.907 4.586 -0.06
C 3.949 2.413 5.776 -0.41
C 2.451 2.414 5.394 -0.20
O 1.635 2.017 6.479 -0.18
C 0.320 1.839 6.082 -0.14
N 4.425 1.055 6.158 0.06
H 4.567 3.942 4.304 0.08
H 4.604 2.268 3.719 0.06
H 5.804 2.958 4.920 0.08
H 3.982 3.142 6.587 0.13
H 2.268 1.794 4.513 0.12
H 2.150 3.451 5.232 0.13
H -0.348 1.595 6.909 0.10
H 0.216 1.039 5.346 0.07
H -0.107 2.750 5.660 0.05
H 3.656 0.558 6.589 0.03
H 5.034 1.221 6.949 0.07
C -4.158 3.669 1.000 -0.04
C -3.679 3.708 -0.466 -0.41
C -4.707 3.362 -1.553 -0.19
O -5.139 2.025 -1.457 -0.18
C -6.164 1.770 -2.364 -0.12
N -3.236 5.061 -0.749 0.03
H -3.339 4.004 1.637 0.05
H -4.478 2.697 1.380 0.07
H -5.043 4.281 1.176 0.08
H -2.851 3.001 -0.532 0.13
H -4.174 3.450 -2.501 0.12
H -5.453 4.144 -1.397 0.13
H -7.060 2.392 -2.426 0.09
H -6.628 0.816 -2.110 0.08
H -5.697 1.790 -3.350 0.08
H -2.485 5.355 -0.138 0.08
H -3.952 5.751 -0.561 0.09
C 0.448 -5.334 -1.448 -0.04
C -0.614 -4.999 -0.418 -0.38
C -0.662 -6.016 0.736 -0.20
O -0.925 -7.301 0.219 -0.17
C -0.382 -8.346 1.011 -0.11
N -0.320 -3.660 0.142 0.06
H 0.482 -4.549 -2.204 0.07
H 0.377 -6.344 -1.852 0.09
H 1.417 -5.313 -0.945 0.06
H -1.607 -4.949 -0.866 0.12
H -1.291 -5.629 1.539 0.10
H 0.355 -6.065 1.134 0.10
H -0.508 -8.214 2.087 0.09
H 0.683 -8.520 0.846 0.08
H -0.885 -9.267 0.718 0.08
H 0.585 -3.490 0.562 0.05
H -1.006 -3.384 0.834 0.04
C 3.983 -3.627 -1.219 -0.04
C 4.041 -3.593 -2.751 -0.39
C 4.009 -4.994 -3.356 -0.20
O 5.204 -5.703 -3.070 -0.19
C 5.123 -7.118 -3.393 -0.08
N 2.956 -2.754 -3.180 0.05
H 4.830 -4.190 -0.827 0.08
H 3.015 -3.930 -0.818 0.06
H 4.101 -2.628 -0.795 0.05
H 4.916 -3.010 -3.044 0.14
H 3.851 -4.974 -4.436 0.12
H 3.179 -5.563 -2.928 0.12
H 4.418 -7.485 -2.644 0.08
H 6.027 -7.685 -3.180 0.08
H 4.722 -7.349 -4.381 0.08
H 2.248 -2.517 -2.493 0.04
H 2.331 -3.314 -3.750 0.03
C -4.561 -1.127 -0.968 -0.05
C -5.229 -2.487 -1.209 -0.36
C -4.247 -3.496 -1.936 -0.16
O -3.859 -3.030 -3.235 -0.18
C -2.879 -3.849 -3.775 -0.15
N -5.584 -3.046 0.129 0.03
H -4.099 -0.765 -1.888 0.07
H -3.686 -1.161 -0.317 0.07
H -5.256 -0.333 -0.696 0.06
H -6.175 -2.296 -1.718 0.13
H -4.739 -4.464 -2.043 0.12
H -3.391 -3.592 -1.266 0.11
H -1.887 -3.753 -3.332 0.07
H -2.788 -3.609 -4.836 0.09
H -3.233 -4.882 -3.817 0.09
H -6.083 -2.286 0.574 0.07
H -6.313 -3.745 0.070 0.08
C 3.203 6.569 -0.295 -0.05
C 1.703 6.262 -0.134 -0.45
C 1.551 5.092 0.835 -0.19
O 2.250 3.936 0.330 -0.17
C 1.724 2.736 0.805 -0.14
N 0.970 7.464 0.151 0.05
H 3.399 7.386 -0.991 0.07
H 3.793 5.794 -0.783 0.07
H 3.606 6.824 0.686 0.08
H 1.320 5.985 -1.118 0.13
H 0.480 4.877 0.820 0.09
H 1.816 5.343 1.863 0.13
H 0.684 2.558 0.522 0.07
H 1.879 2.520 1.864 0.09
H 2.195 1.892 0.301 0.06
H 1.311 7.869 1.015 0.07
H 0.011 7.262 0.406 0.06
C -0.751 -0.587 -2.531 -0.05
C 0.031 -0.333 -1.230 -0.36
C -0.791 -0.304 0.107 -0.17
O 0.132 -0.034 1.151 -0.21
C -0.488 -0.136 2.416 -0.10
N 1.008 -1.454 -1.182 0.05
H -1.595 0.105 -2.495 0.07
H -1.233 -1.567 -2.520 0.07
H -0.146 -0.532 -3.433 0.06
H 0.656 0.531 -1.458 0.10
H -1.399 -1.194 0.270 0.10
H -1.456 0.561 0.043 0.11
H 0.272 0.026 3.181 0.07
H -0.962 -1.098 2.614 0.09
H -1.225 0.656 2.573 0.08
H 1.560 -1.211 -0.367 0.05
H 0.470 -2.247 -0.846 0.02
C 2.673 -4.707 2.863 -0.04
C 1.831 -3.462 3.137 -0.45
C 2.223 -2.866 4.483 -0.15
O 1.189 -1.939 4.975 -0.20
C 1.496 -1.373 6.237 -0.11
N 2.015 -2.537 2.082 0.07
H 2.328 -5.169 1.938 0.06
H 2.574 -5.421 3.681 0.08
H 3.729 -4.459 2.750 0.08
H 0.774 -3.724 3.202 0.13
H 3.141 -2.299 4.322 0.13
H 2.292 -3.723 5.155 0.12
H 0.593 -0.945 6.671 0.08
H 2.248 -0.585 6.213 0.06
H 1.828 -2.168 6.907 0.09
H 1.488 -1.691 2.266 0.05
H 2.946 -2.152 1.976 0.06
C -3.910 -3.208 3.734 -0.08
C -2.890 -3.896 2.856 -0.30
O -2.828 -3.128 1.659 -0.13
H -4.049 -3.775 4.657 0.08
H -4.929 -3.156 3.349 0.08
H -3.617 -2.226 4.108 0.06
H -3.313 -4.874 2.621 0.11
H -1.875 -3.910 3.251 0.11
H -3.739 -3.082 1.351 0.03
C 0.327 3.193 -2.683 -0.06
C -0.901 3.901 -3.316 -0.29
O -1.099 5.164 -2.688 -0.08
H 0.578 2.180 -2.998 0.04
H 0.182 3.159 -1.603 0.05
H 1.202 3.830 -2.822 0.07
H -1.752 3.226 -3.198 0.09
H -0.805 4.013 -4.396 0.10
H -1.784 4.953 -2.042 0.01
C -3.380 0.778 -5.077 -0.08
C -2.202 -0.007 -5.545 -0.36
O -2.174 -0.243 -6.920 -0.08
H -4.297 0.324 -5.457 0.08
H -3.339 1.833 -5.350 0.08
H -3.529 0.700 -3.999 0.05
H -2.204 -0.998 -5.082 0.09
H -1.249 0.396 -5.197 0.09
H -1.343 -0.646 -7.194 0.03
C 4.943 1.663 -2.325 -0.06
C 4.111 0.392 -2.348 -0.32
O 4.117 -0.156 -3.656 -0.11
H 4.871 2.153 -3.297 0.06
H 6.023 1.517 -2.279 0.07
H 4.583 2.268 -1.493 0.06
H 3.068 0.644 -2.142 0.10
H 4.382 -0.333 -1.578 0.09
H 3.771 -1.046 -3.499 0.02
C 4.261 0.404 1.255 -0.10
C 5.549 -0.380 1.309 -0.33
O 5.252 -1.668 1.725 -0.07
H 3.821 0.422 2.254 0.07
H 3.530 -0.084 0.608 0.06
H 4.407 1.426 0.906 0.08
H 6.190 0.099 2.052 0.11
H 6.023 -0.236 0.337 0.11
H 5.817 -2.327 1.314 0.09